Record 1
{"formula": "CH20BeO9", "method": "ωB97M-V with the def2-TZVPD basis set", "species": ["Be", "O", "H", "H", "O", "H", "H", "O", "H", "H", "O", "H", "H", "O", "H", "H", "O", "H", "H", "O", "H", "H", "O", "H", "H", "C", "O", "H", "H", "H", "H"], "positions_angstrom": [[-0.359, -0.035, -0.215], [-0.923, -1.788, 1.519], [-0.732, -2.637, 1.918], [-1.860, -1.660, 1.666], [-1.666, 1.760, -1.430], [-2.082, 1.792, -2.291], [-1.897, 2.593, -1.019], [0.766, -2.241, -0.747], [1.564, -2.453, -1.231], [0.459, -3.083, -0.411], [-1.618, -1.074, -2.198], [-1.283, -1.469, -3.003], [-2.513, -1.406, -2.121], [-0.618, 1.223, 2.038], [-0.762, 0.885, 2.922], [-0.920, 2.131, 2.076], [0.988, 0.438, -2.299], [1.196, 1.269, -2.726], [0.797, -0.161, -3.020], [0.937, 2.157, 0.051], [0.469, 2.821, 0.558], [1.859, 2.401, 0.131], [-2.938, 0.311, 0.590], [-3.793, 0.223, 0.170], [-2.961, 1.174, 1.003], [3.252, -0.410, 1.183], [1.853, -0.577, 1.285], [3.767, -1.293, 1.561], [3.600, -0.241, 0.164], [3.694, 0.398, 1.767], [1.722, -1.048, 2.110]], "lowdin_charge": [0.79, -0.07, 0.06, 0.03, -0.08, 0.05, 0.05, -0.07, 0.06, 0.05, -0.06, 0.05, 0.05, -0.07, 0.06, 0.04, -0.06, 0.06, 0.04, -0.07, 0.03, 0.06, -0.07, 0.05, 0.03, -0.15, -0.17, 0.08, 0.08, 0.08, 0.08], "lumo_energy_ha": [-0.0914, -0.1154], "e_homo_ha": [-0.295, -0.472], "charge": 1, "energy_ev": -20181.8758, "multiplicity": 2, "relative_energy_kj_mol": 0.0}

Record 2
{"formula": "CH20F3O21P2SZr", "method": "ωB97M-V with the def2-TZVPD basis set", "species": ["Zr", "C", "F", "F", "F", "S", "O", "O", "O", "P", "O", "O", "O", "O", "P", "O", "O", "O", "O", "O", "H", "H", "O", "H", "H", "O", "H", "H", "O", "H", "H", "O", "H", "H", "O", "H", "H", "O", "H", "H", "O", "H", "H", "O", "H", "H", "O", "H", "H"], "positions_angstrom": [[-2.024, -2.354, -1.026], [0.351, 1.080, 0.992], [-0.061, 0.502, 2.123], [-0.678, 1.713, 0.482], [1.384, 1.886, 1.282], [0.961, -0.228, -0.274], [-0.225, -0.977, -0.621], [1.500, 0.541, -1.391], [1.928, -0.998, 0.486], [-1.100, -4.728, -0.603], [-0.552, -6.077, -0.389], [-1.566, -3.758, 0.550], [-2.406, -4.411, -1.412], [-0.336, -3.563, -1.322], [-3.311, 0.849, -1.866], [-4.462, 0.915, -2.983], [-3.765, 2.001, -0.913], [-2.282, 1.602, -2.822], [-2.878, -0.521, -1.246], [-1.497, 1.665, 3.844], [-1.950, 1.538, 2.987], [-0.562, 1.669, 3.615], [-1.151, -1.686, -3.040], [-0.211, -1.788, -3.281], [-1.549, -1.162, -3.750], [3.738, -1.048, 2.683], [2.902, -1.156, 2.201], [4.365, -0.772, 2.010], [1.462, 2.628, 4.167], [1.758, 2.554, 3.251], [1.316, 3.569, 4.299], [-2.204, -1.229, 1.094], [-2.846, -0.524, 1.297], [-1.982, -1.626, 1.943], [2.696, 3.859, -0.303], [2.034, 3.495, -0.919], [3.519, 3.897, -0.795], [-3.117, 1.253, 1.576], [-3.325, 1.462, 0.595], [-3.563, 1.954, 2.060], [4.074, -3.331, 0.759], [3.852, -2.395, 0.735], [4.802, -3.391, 1.383], [1.574, -1.264, -3.361], [1.587, -0.534, -2.693], [2.321, -1.086, -3.935], [0.337, 3.477, -2.163], [0.429, 2.540, -2.398], [0.713, 3.958, -2.907]], "lowdin_charge": [1.93, -0.62, 0.11, 0.18, 0.11, 0.59, -0.38, -0.31, -0.30, 0.03, -0.34, -0.49, -0.51, -0.48, 0.04, -0.58, -0.45, -0.51, -0.54, -0.10, -0.02, -0.02, -0.13, 0.04, 0.09, -0.08, 0.00, 0.02, -0.05, 0.02, 0.04, -0.14, 0.04, 0.08, -0.08, 0.00, 0.01, -0.14, 0.00, 0.04, -0.06, -0.01, 0.02, -0.07, 0.00, 0.03, -0.06, 0.02, 0.03], "lumo_energy_ha": 0.2152, "e_homo_ha": 0.113, "charge": -3, "energy_ev": -83212.9694}

Record 3
{"formula": "CH21O10", "method": "ωB97M-V with the def2-TZVPD basis set", "species": ["C", "O", "H", "H", "H", "O", "H", "H", "O", "H", "H", "O", "H", "H", "O", "H", "H", "O", "H", "H", "O", "H", "H", "O", "H", "H", "O", "H", "H", "O", "H", "H"], "positions_angstrom": [[-0.511, -0.573, -0.569], [0.437, 0.136, 0.170], [-0.082, -1.579, -0.701], [-0.617, -0.053, -1.513], [-1.534, -0.586, -0.212], [-1.412, 2.007, 0.654], [-0.796, 2.769, 0.496], [-0.863, 1.269, 0.465], [1.459, 1.873, 1.898], [0.981, 1.223, 1.389], [1.834, 1.420, 2.664], [1.087, 2.256, -1.338], [0.857, 1.555, -0.703], [0.676, 3.043, -0.966], [0.907, -3.947, 1.790], [1.277, -3.171, 1.323], [0.015, -3.911, 1.464], [1.781, 0.267, -3.014], [1.318, -0.544, -2.841], [1.354, 0.894, -2.418], [2.278, -1.768, 0.094], [2.297, -2.051, -0.794], [1.490, -1.211, 0.160], [-0.222, -1.100, 2.420], [-0.117, -0.736, 1.537], [-1.199, -1.084, 2.570], [-1.265, 2.063, -3.491], [-0.939, 1.190, -3.278], [-1.912, 2.194, -2.770], [-2.798, -0.935, 2.022], [-3.380, -0.200, 2.312], [-2.401, -0.712, 1.182]], "lowdin_charge": [-0.23, -0.44, 0.09, 0.06, 0.06, -0.06, 0.05, -0.07, -0.07, -0.04, 0.04, -0.07, -0.01, 0.05, -0.08, 0.00, 0.00, -0.05, 0.00, -0.03, -0.04, 0.01, -0.03, -0.08, -0.05, 0.00, -0.06, -0.01, 0.04, -0.05, 0.08, 0.00], "lumo_energy_ha": 0.1052, "e_homo_ha": -0.234, "charge": -1, "energy_ev": -21854.2356, "relative_energy_kj_mol": 97.8}

Record 4
{"formula": "CH23O14", "method": "ωB97M-V with the def2-TZVPD basis set", "species": ["O", "H", "H", "H", "C", "O", "O", "O", "O", "H", "H", "O", "H", "H", "O", "H", "H", "O", "H", "H", "O", "H", "H", "O", "H", "H", "O", "H", "H", "O", "H", "H", "O", "H", "H", "O", "H", "H"], "positions_angstrom": [[-0.229, 0.270, -0.059], [-0.360, 0.047, -0.969], [0.747, 0.093, 0.094], [-0.813, -0.305, 0.405], [2.917, 0.855, 1.280], [3.860, 1.218, 0.339], [2.159, -0.193, 1.042], [2.593, 1.779, 2.049], [1.029, -2.318, 2.056], [1.513, -2.996, 1.614], [1.405, -1.485, 1.723], [0.020, 0.448, 3.006], [0.163, 0.178, 3.910], [0.729, 1.083, 2.785], [-3.847, 0.247, 0.174], [-3.337, 0.663, 0.869], [-3.960, -0.670, 0.377], [-1.694, -1.576, 1.190], [-2.055, -1.282, 2.016], [-0.933, -2.011, 1.492], [-1.645, -1.246, -2.018], [-1.764, -0.654, -2.715], [-2.541, -1.533, -1.793], [-0.047, 1.481, -2.663], [-0.971, 1.679, -2.685], [0.366, 2.285, -2.374], [1.986, 2.569, -1.013], [1.213, 2.841, -0.470], [2.550, 2.035, -0.406], [-2.142, 1.777, 1.878], [-1.565, 2.248, 1.295], [-1.590, 1.321, 2.525], [1.487, -1.166, -1.297], [1.881, -0.790, -2.017], [2.138, -1.035, -0.631], [0.415, -1.647, -3.903], [0.199, -2.557, -4.125], [0.122, -1.651, -2.981]], "lowdin_charge": [0.21, 0.06, 0.10, 0.04, -0.82, -0.21, -0.20, -0.08, -0.07, 0.02, -0.03, -0.06, 0.05, 0.04, -0.06, -0.02, 0.00, -0.01, 0.06, 0.00, -0.01, 0.02, 0.07, -0.02, 0.03, 0.01, -0.10, 0.04, -0.02, -0.05, 0.04, 0.01, -0.01, 0.01, 0.02, -0.07, 0.03, -0.02], "lumo_energy_ha": 0.0822, "e_homo_ha": -0.125, "charge": -1, "energy_ev": -30077.0302, "relative_energy_kj_mol": 378.1}

Record 5
{"formula": "CH24F3O15S", "method": "ωB97M-V with the def2-TZVPD basis set", "species": ["C", "F", "F", "F", "S", "O", "O", "O", "O", "H", "H", "O", "H", "H", "O", "H", "H", "O", "H", "H", "O", "H", "H", "O", "H", "H", "O", "H", "H", "O", "H", "H", "O", "H", "H", "O", "H", "H", "O", "H", "H", "O", "H", "H"], "positions_angstrom": [[0.416, -0.854, 0.200], [-0.068, -1.740, 1.069], [1.554, -0.301, 0.651], [0.729, -1.565, -0.898], [-0.917, 0.472, -0.190], [-2.138, -0.347, -0.099], [-0.832, 1.550, 0.771], [-0.707, 0.958, -1.545], [0.564, 1.000, -3.972], [1.129, 0.212, -3.935], [0.093, 1.006, -3.113], [3.330, -1.302, 2.514], [2.876, -1.230, 1.662], [3.765, -0.450, 2.630], [-1.227, 3.622, 2.431], [-1.237, 4.429, 1.910], [-0.903, 2.929, 1.812], [-3.496, -0.247, -3.497], [-4.205, 0.396, -3.404], [-2.747, 0.148, -3.030], [2.248, -1.258, -3.412], [2.746, -1.488, -2.620], [2.921, -1.074, -4.079], [2.476, 2.508, -2.379], [1.622, 2.060, -2.505], [2.307, 3.426, -2.613], [-4.058, 1.531, -0.767], [-3.559, 0.711, -0.584], [-4.894, 1.235, -1.138], [1.049, -2.786, 4.014], [0.684, -3.647, 3.786], [0.348, -2.164, 3.792], [-4.391, -1.176, 1.247], [-3.521, -0.922, 0.872], [-4.893, -1.503, 0.495], [3.462, 1.693, 0.181], [3.231, 0.766, 0.131], [2.984, 2.097, -0.569], [-1.190, -4.669, 2.355], [-1.353, -4.339, 1.463], [-0.553, -5.382, 2.238], [1.857, 2.156, 2.849], [2.000, 1.898, 1.928], [2.497, 1.639, 3.348]], "lowdin_charge": [-0.59, 0.14, 0.09, 0.12, 0.59, -0.34, -0.28, -0.31, -0.09, 0.00, -0.02, -0.05, 0.00, 0.03, -0.09, 0.02, -0.02, -0.06, 0.02, 0.02, -0.05, 0.05, 0.06, -0.06, 0.02, 0.06, -0.07, -0.02, 0.02, -0.06, 0.01, 0.03, -0.08, -0.01, 0.02, -0.06, 0.00, 0.01, -0.05, 0.04, 0.04, -0.06, -0.01, 0.02], "lumo_energy_ha": 0.0825, "e_homo_ha": -0.277, "charge": -1, "energy_ev": -51130.0624, "relative_energy_kj_mol": 147.8}

Record 6
{"formula": "CH26N2O10", "method": "ωB97M-V with the def2-TZVPD basis set", "species": ["N", "C", "N", "H", "H", "H", "H", "H", "H", "O", "H", "H", "O", "H", "H", "O", "H", "H", "O", "H", "H", "O", "H", "H", "O", "H", "H", "O", "H", "H", "O", "H", "H", "O", "H", "H", "O", "H", "H"], "positions_angstrom": [[0.931, -2.855, 1.660], [1.821, -1.716, 1.805], [1.404, -0.774, 2.825], [0.010, -2.546, 1.389], [1.288, -3.473, 0.942], [2.794, -2.122, 2.113], [2.027, -1.177, 0.884], [0.439, -0.538, 2.657], [1.402, -1.137, 3.770], [-0.331, -0.902, 0.142], [-0.974, -1.220, -0.510], [-0.610, 0.042, 0.205], [-1.941, 1.145, 0.661], [-2.821, 0.766, 0.559], [-1.988, 1.908, 0.066], [1.555, 2.808, -0.223], [1.656, 2.403, 0.662], [2.245, 2.335, -0.699], [2.727, 0.484, -1.361], [2.729, -0.104, -0.600], [1.801, 0.725, -1.477], [2.741, 1.318, 1.828], [2.954, 2.146, 2.258], [2.351, 0.593, 2.395], [0.058, -0.187, -3.054], [0.958, 0.097, -3.255], [0.179, -0.934, -2.454], [-2.497, -2.240, -1.696], [-3.390, -1.936, -1.907], [-2.201, -2.459, -2.591], [-0.982, 3.482, -0.912], [-1.006, 2.874, -1.659], [-0.060, 3.377, -0.607], [-3.451, -1.245, 1.045], [-2.565, -1.086, 1.379], [-3.523, -2.082, 0.585], [-2.083, 1.288, -1.947], [-2.466, 1.862, -2.619], [-1.181, 1.080, -2.259]], "lowdin_charge": [0.00, -0.37, 0.01, 0.03, 0.07, 0.12, 0.07, 0.08, 0.10, -0.09, 0.01, 0.03, -0.08, 0.03, 0.02, -0.06, 0.03, 0.02, -0.04, 0.02, 0.01, -0.10, 0.04, 0.00, -0.04, 0.05, 0.04, -0.05, 0.06, 0.05, -0.08, -0.01, 0.00, -0.04, 0.02, 0.03, -0.07, 0.07, 0.02], "lumo_energy_ha": -0.0010, "e_homo_ha": -0.346, "charge": 0, "energy_ev": -24914.8556, "relative_energy_kj_mol": 0.0}

Record 7
{"formula": "CH27O13", "method": "ωB97M-V with the def2-TZVPD basis set", "species": ["C", "O", "H", "H", "H", "O", "H", "H", "O", "H", "H", "O", "H", "H", "O", "H", "H", "O", "H", "H", "O", "H", "H", "O", "H", "H", "O", "H", "H", "O", "H", "H", "O", "H", "H", "O", "H", "H", "O", "H", "H"], "positions_angstrom": [[14.097, -5.179, 29.881], [14.100, -3.807, 29.890], [14.999, -5.624, 30.212], [13.937, -5.347, 28.819], [13.274, -5.503, 30.533], [16.712, -3.383, 30.540], [15.803, -3.591, 30.433], [16.466, -2.621, 31.123], [10.894, -5.293, 32.340], [10.306, -4.741, 32.919], [11.253, -5.946, 32.904], [13.795, -1.094, 30.040], [14.102, -1.939, 29.808], [13.732, -1.196, 31.007], [16.898, -7.358, 31.364], [17.155, -6.451, 31.663], [17.681, -7.760, 31.004], [16.565, -7.151, 28.702], [16.567, -6.292, 28.364], [16.651, -7.076, 29.669], [11.921, -7.578, 30.541], [12.115, -6.647, 30.653], [12.665, -8.021, 30.916], [14.489, -8.885, 29.263], [14.325, -8.820, 30.245], [15.189, -8.244, 29.202], [14.004, -4.278, 32.983], [13.743, -5.198, 33.268], [13.922, -4.228, 32.004], [13.402, -3.287, 27.200], [13.711, -2.429, 26.994], [13.514, -3.501, 28.180], [13.084, -5.732, 26.280], [13.201, -5.018, 26.873], [12.436, -6.267, 26.723], [11.438, -3.490, 29.870], [12.352, -3.726, 29.995], [11.120, -3.489, 30.758], [16.031, -4.411, 27.909], [15.337, -4.126, 28.506], [15.763, -4.254, 26.975]], "lowdin_charge": [-0.25, -0.44, 0.06, 0.08, 0.05, -0.07, -0.07, 0.06, -0.05, 0.08, 0.01, -0.05, -0.05, 0.04, -0.05, 0.09, 0.05, -0.05, -0.02, -0.02, -0.04, -0.02, 0.00, -0.07, 0.04, -0.04, -0.09, 0.05, 0.00, -0.06, 0.04, 0.03, -0.05, -0.06, 0.03, -0.05, -0.05, -0.01, -0.07, -0.03, 0.07], "lumo_energy_ha": 0.0869, "e_homo_ha": -0.222, "charge": -1, "energy_ev": -28093.6242, "relative_energy_kj_mol": 211.4}

Record 8
{"formula": "CH29LiO14", "method": "ωB97M-V with the def2-TZVPD basis set", "species": ["Li", "C", "O", "H", "H", "H", "O", "H", "H", "O", "H", "H", "O", "H", "H", "O", "H", "H", "O", "H", "H", "O", "H", "H", "O", "H", "H", "O", "H", "H", "O", "H", "H", "O", "H", "H", "O", "H", "H", "O", "H", "H", "O", "H", "H"], "positions_angstrom": [[1.573, 2.109, -1.621], [0.357, 0.015, -0.392], [0.219, 0.725, -1.590], [1.326, 0.022, 0.170], [0.243, -1.075, -0.504], [-0.536, 0.269, 0.265], [1.174, -3.326, 1.182], [1.984, -2.995, 0.895], [0.930, -2.776, 1.834], [3.406, -2.323, -0.254], [3.436, -1.327, 0.018], [3.920, -2.904, 0.380], [0.785, 2.887, -3.308], [1.388, 3.466, -3.879], [0.290, 2.321, -3.733], [0.749, 0.143, 2.717], [0.668, 0.357, 1.793], [0.082, 0.675, 3.177], [-1.798, -0.467, -2.752], [-2.199, -1.008, -2.080], [-1.115, 0.102, -2.402], [-2.703, -0.589, 2.010], [-2.541, -0.208, 2.857], [-3.652, -0.513, 1.969], [1.448, -1.111, -3.220], [1.231, -0.478, -4.010], [1.134, -0.561, -2.424], [-1.024, 3.089, -1.007], [-1.646, 3.028, -0.181], [-0.787, 2.133, -1.166], [-0.522, -3.843, -0.805], [-0.176, -3.670, -1.625], [0.226, -3.664, -0.204], [-2.533, -1.903, -0.639], [-2.807, -1.739, 0.179], [-1.888, -2.680, -0.673], [3.499, 1.189, 2.715], [3.908, 1.054, 1.862], [2.550, 0.707, 2.528], [-0.376, 3.173, 2.515], [-0.726, 3.079, 3.337], [-1.137, 2.629, 1.906], [-2.599, 2.224, 1.228], [-3.373, 2.466, 1.824], [-2.403, 1.305, 1.116]], "lowdin_charge": [0.78, -0.26, -0.48, 0.06, 0.08, 0.08, 0.04, -0.02, 0.00, -0.10, 0.09, 0.08, -0.04, 0.12, -0.04, -0.05, -0.03, 0.05, -0.08, -0.04, -0.05, -0.02, 0.04, 0.06, -0.14, 0.08, -0.01, -0.13, 0.04, -0.02, -0.02, 0.01, 0.01, -0.03, -0.07, 0.06, -0.12, -0.01, 0.07, -0.10, -0.05, 0.08, -0.06, 0.13, 0.01], "lumo_energy_ha": -0.0322, "e_homo_ha": -0.334, "charge": 0, "energy_ev": -30376.1805}